Molecular formula: C4H8O2
Method: DFT, ωB97M-V/def2-TZVPD

Results
SMILES string: CCC(=O)CO
HOMO-LUMO gap: 10.71 eV
Relative energy (zero: lowest compared OMol25 entry of this formula, charge and spin): 3.361 eV
E_LUMO: 0.8206 eV
Largest force on an atom: 0.069 hartree/bohr

Positions of all 14 atoms, in Å:
C  -2.191  0.556  -0.365
C  -0.802  -0.538  0.236
C  0.475  0.180  -0.025
O  0.467  1.366  -0.295
C  1.832  -0.515  0.057
O  2.854  0.425  -0.068
H  -2.881  0.805  0.450
H  -2.110  -0.393  -0.834
H  -1.837  1.487  -0.827
H  -0.700  -1.613  -0.121
H  -1.021  -0.643  1.292
H  1.903  -1.046  1.019
H  1.902  -1.285  -0.731
H  2.399  1.266  -0.259

Molecular formula: C8H14Cl4O3
Method: DFT, ωB97M-V/def2-TZVPD

Results
SMILES string: C[C@H]1COC(=O)O1.ClCCCl.ClCCCl
HOMO-LUMO gap: 11.11 eV
Relative energy (zero: lowest compared OMol25 entry of this formula, charge and spin): 0.428 eV
E_LUMO: 0.4601 eV
Largest force on an atom: 0.084 hartree/bohr

Positions of all 29 atoms, in Å:
C  -12.286  -2.926  -4.549
C  -12.564  -1.433  -4.427
C  -13.685  -1.021  -3.448
O  -13.157  0.075  -2.748
C  -11.869  0.289  -3.150
O  -11.212  1.237  -2.720
O  -11.447  -0.657  -3.943
H  -11.447  -3.094  -5.225
H  -13.136  -3.502  -4.914
H  -11.923  -3.395  -3.635
H  -12.854  -1.060  -5.409
H  -13.971  -1.903  -2.876
H  -14.573  -0.712  -4.000
Cl  -7.966  -2.400  -3.810
C  -9.144  -2.519  -2.484
C  -8.651  -2.946  -1.050
Cl  -7.595  -1.694  -0.282
H  -9.897  -3.202  -2.878
H  -9.692  -1.584  -2.365
H  -8.185  -3.928  -1.124
H  -9.486  -3.208  -0.399
Cl  -15.263  -1.824  0.336
C  -13.612  -1.342  0.947
C  -12.678  -2.581  0.834
Cl  -12.251  -2.858  -0.902
H  -13.778  -1.063  1.987
H  -13.194  -0.532  0.349
H  -13.219  -3.437  1.238
H  -11.773  -2.405  1.415

Molecular formula: H14O7
Method: DFT, ωB97M-V/def2-TZVPD

Results
SMILES string: O.O.O.O.O.O.O
HOMO-LUMO gap: 10.59 eV
Relative energy (zero: lowest compared OMol25 entry of this formula, charge and spin): 1.673 eV
E_LUMO: 0.1444 eV
Largest force on an atom: 0.059 hartree/bohr

Positions of all 21 atoms, in Å:
O  2.229  1.112  1.128
H  1.654  0.490  1.550
H  2.484  0.623  0.394
O  -2.840  0.144  -1.025
H  -3.595  -0.393  -0.835
H  -2.256  0.052  -0.296
O  0.355  -0.702  -2.463
H  -0.023  -0.896  -1.570
H  -0.199  -1.141  -3.089
O  -2.440  0.440  1.731
H  -1.702  -0.177  1.900
H  -2.149  1.355  1.829
O  -0.282  1.810  0.148
H  0.655  1.950  0.110
H  -0.661  2.353  0.913
O  -0.240  -0.996  0.205
H  -0.182  -0.072  0.319
H  0.668  -1.296  0.289
O  2.598  -1.365  -0.170
H  2.456  -1.612  -1.099
H  3.466  -1.674  0.034

Number 1: energy -307.5889 a.u.. Number 2: energy -2379.7183 a.u.. Number 3: energy -535.0624 a.u..